Here is a molecular structure, C50H42O2P2SSbSe4Y from OMol25. Energies are from ωB97M-V/def2-TZVPD.

Properties
LUMO energy (eV): -5.79
Gap between HOMO and LUMO (eV): 6.6
Net charge: +2
Largest force on an atom (eV/A): 0.83
Molecular weight (u): 1295.41
E_tot (Eh): -13045.89517

```
103
Properties=species:S:1:pos:R:3:forces:R:3
H 3.3910 -3.3871 -2.8784 0.0047 -0.0034 -0.0090
Se -0.8214 -2.3347 2.0783 0.2460 -0.0729 0.2088
C -1.1904 2.6865 1.7038 -0.0266 0.0276 -0.0027
C 4.2386 -4.0289 0.1926 0.0147 -0.0042 -0.0008
Sb -2.6223 -4.0142 2.3663 -0.1030 0.0626 -0.2498
C 0.7771 -3.1181 -3.6281 -0.1071 0.0361 -0.0196
C -1.5295 4.0307 1.8466 -0.0101 -0.0007 -0.0061
Se -3.2303 -4.4597 4.5699 -0.0226 -0.0157 0.1574
H -4.3676 0.1560 -1.8889 -0.0149 0.0952 0.0697
C -3.2295 -1.0424 -4.8364 -0.0029 -0.0271 -0.0263
H -4.3840 -0.3831 0.5463 0.0143 -0.0047 0.0102
C -3.8239 -0.4733 -2.5790 0.0593 0.0306 -0.0776
C 3.1357 -1.0421 3.4217 0.0006 0.0013 0.0197
H -2.0975 -2.8420 -5.0875 -0.0049 0.0018 -0.0046
C -2.4684 -2.4218 -3.0116 -0.0164 0.0458 -0.0033
C 5.5613 -3.7269 -0.1136 -0.0037 -0.0063 -0.0042
H 3.4572 -1.5698 5.4705 -0.0018 0.0008 0.0010
C 5.0860 -1.3766 0.0765 -0.0028 0.0047 0.0258
H 1.2029 5.1435 3.5006 -0.0036 0.0054 -0.0004
H 5.0002 3.8519 1.3537 0.0002 -0.0016 0.0009
H -1.8159 2.8213 -1.7136 -0.0030 0.0101 -0.0074
C 4.1427 -1.4177 -3.2705 0.0296 0.0095 -0.0268
H -3.2926 -0.8533 -5.8996 0.0050 0.0021 0.0012
C -5.4117 3.6674 -0.5827 0.0045 -0.0007 0.0199
C -2.5428 -2.1578 -4.3743 0.0454 0.0302 -0.0309
H 4.6302 0.6037 -3.7912 0.0000 0.0041 0.0052
H 5.1511 -1.6676 -2.9700 -0.0075 -0.0016 -0.0079
S -0.0163 -3.2585 -1.9915 0.1561 -0.0207 -0.1172
H -2.3344 1.5999 3.7596 0.0054 -0.0092 0.0089
H 0.5530 -0.5596 -4.4008 0.0144 0.0019 -0.0093
P 2.5414 -0.4014 0.7121 0.1847 0.0049 0.0759
H -1.6519 -4.4306 -3.1963 0.0143 -0.0223 -0.0152
H 1.1592 -4.1204 -3.8288 -0.0233 -0.0041 -0.0088
H -0.0260 0.8101 4.6793 -0.0049 -0.0063 0.0058
H 2.9462 3.3611 -2.3711 -0.0011 0.0082 -0.0056
C -3.1199 -1.5728 -2.1160 0.0145 -0.0044 0.0800
C -4.9444 -0.9695 2.5284 0.0065 -0.0160 0.0081
H 4.0045 -1.5800 3.0636 -0.0023 -0.0024 -0.0003
C -1.7401 -3.6117 -2.4793 0.0259 0.0137 0.0497
H -3.6117 0.2572 5.3895 0.0039 -0.0015 -0.0032
C -0.6794 4.9116 2.4964 0.0101 -0.0010 0.0105
H -5.0113 2.4408 1.1317 -0.0055 0.0104 -0.0034
H -4.4220 0.6574 -4.3020 0.0082 -0.0052 -0.0033
C 0.8962 3.1266 2.8660 0.0088 -0.0028 0.0162
H -2.2034 -3.9976 -1.5698 0.0836 0.0249 -0.0308
H 2.2254 1.1033 -1.6807 0.0058 0.0308 0.0382
H 4.2528 1.6119 2.0749 -0.0015 0.0034 0.0036
H -3.2224 4.3071 -3.0890 -0.0044 -0.0028 0.0033
H -0.0032 -2.8722 -4.3459 0.0183 0.0078 0.0035
H -3.1450 -1.8395 -1.0605 0.0698 0.0816 -0.0950
C 3.1508 -2.3867 -3.2203 -0.0403 0.0221 0.0152
H 4.3374 4.7294 -0.8546 -0.0008 -0.0002 -0.0014
H 2.3045 -3.2394 0.6820 -0.0010 -0.0092 -0.0049
H 1.4424 -0.3918 6.2811 0.0016 -0.0018 -0.0003
C 3.3365 -3.0065 0.4343 0.0114 0.0173 -0.0008
H 1.8388 2.7675 3.2560 -0.0021 0.0050 -0.0008
C -2.8235 3.0637 -1.3917 -0.0164 -0.0752 -0.0164
C 4.0104 3.7451 -0.5470 0.0118 0.0128 -0.0106
H -5.7015 -1.6659 2.1900 0.0049 -0.0077 0.0012
C 2.8227 -1.0414 4.7723 0.0148 -0.0096 -0.0070
H 2.3273 1.1593 -4.5097 -0.0016 0.0060 -0.0054
Y -0.1957 -0.5500 0.1956 -0.7862 0.1931 0.1876
H -0.9607 5.9498 2.6049 0.0042 0.0004 0.0013
C -4.2057 -0.2441 1.6087 0.0000 0.0082 0.0243
C 3.7634 -1.6782 0.3813 -0.0032 0.0057 -0.0057
C -3.8645 -0.1968 -3.9406 -0.0285 0.0163 0.0232
C 2.8091 1.7178 -0.9998 0.0089 0.0082 0.0281
H -2.4675 4.3869 1.4402 0.0056 0.0001 -0.0012
C 3.1769 1.2214 0.2510 0.0052 -0.0019 -0.0213
C 3.8483 -0.1419 -3.7302 0.0311 -0.0251 -0.0208
C 2.3272 -0.3600 2.5158 0.0061 0.0010 0.0233
C 2.5556 0.1709 -4.1314 -0.0164 -0.0548 -0.0399
C -3.0504 0.8650 3.4120 -0.0119 0.0130 -0.0210
C 4.3821 3.2528 0.6984 0.0020 -0.0003 0.0072
P -2.2369 1.5016 0.8005 0.2711 -0.0173 -0.0766
C 1.5609 -0.7935 -4.0743 -0.0112 0.0198 0.0079
C 1.6924 -0.3761 5.2291 -0.0168 0.0180 -0.0041
H 5.4136 -0.3451 0.0277 0.0084 -0.0066 -0.0049
H -5.2759 -1.3877 4.6060 -0.0100 -0.0020 0.0044
C 0.0255 2.2669 2.2278 0.0486 0.0331 0.0119
C -3.7749 0.1163 4.3293 -0.0074 0.0068 0.0102
H 7.0148 -2.1770 -0.4046 0.0010 0.0007 0.0005
C 0.8664 0.2997 4.3421 -0.0102 0.0020 0.0028
C 1.8582 -2.0799 -3.6311 0.0325 -0.0233 0.0433
O 0.3597 0.9068 2.0493 0.0394 0.0171 0.0170
C -4.7159 -0.8020 3.8903 0.0030 -0.0113 -0.0088
H -6.4201 3.9020 -0.2696 0.0000 0.0006 0.0020
C 3.2270 2.9788 -1.3986 -0.0100 -0.0097 0.0254
C -3.2557 0.6805 2.0492 -0.0155 -0.0261 -0.0314
Se -4.2134 -3.9733 0.4225 0.0130 -0.1588 0.1205
O -0.0389 -1.7965 -1.4858 -0.1618 -0.2243 -0.2474
H 3.9156 -5.0601 0.2468 -0.0002 -0.0023 -0.0006
C -3.6129 3.8944 -2.1682 -0.0150 0.0124 -0.0055
C 0.5310 4.4592 3.0006 -0.0136 -0.0070 -0.0128
C -3.3233 2.5391 -0.1993 -0.0202 -0.0753 -0.0589
C 3.9654 1.9938 1.1019 -0.0051 -0.0086 0.0003
Se -2.5175 -5.7288 0.5375 -0.0408 0.0154 0.0391
C 1.2062 0.2971 3.0073 0.0288 -0.0046 -0.0189
H 6.2663 -4.5255 -0.3026 -0.0031 -0.0033 0.0007
C -4.9099 4.1916 -1.7646 0.0208 0.0129 -0.0126
C -4.6193 2.8447 0.2067 -0.0089 -0.0073 -0.0143
H -5.5294 4.8356 -2.3743 0.0006 -0.0019 -0.0021
C 5.9836 -2.4065 -0.1713 0.0023 0.0099 0.0048
```
Positions in Å, forces in eV/Å.